The following is a DFT calculation (the ωB97M-V functional and the def2-TZVPD basis) of an isolated ion of composition C2H2ClO2S2 and charge -1 in a non-equilibrium geometry.

Geometry as XYZ:
```
9
Properties=species:S:1:pos:R:3:forces:R:3
C 0.959 -0.205 0.884 -2.677 -1.667 -1.797
C -0.681 -0.175 0.164 0.457 0.197 -0.444
O 1.531 -1.225 0.606 1.023 -1.576 -0.565
O 1.127 0.737 1.570 0.669 3.171 1.993
S -0.939 -1.344 -1.237 1.040 -0.131 0.686
S -1.160 1.530 -0.406 -1.134 -2.350 -2.093
Cl -1.793 -0.768 1.472 -0.088 0.274 0.421
H -0.070 -2.288 -0.683 -0.632 0.953 -0.451
H -0.638 2.167 0.542 1.342 1.131 2.249
```
Forces are in eV/Å.

- SMILES = O=C([O-])C(S)(S)Cl
- HOMO level (eV) = -4.56
- total charge = -1
- 2S+1 = 1
- relative energy (zero: lowest compared OMol25 entry of this formula, charge and spin) (kJ/mol) = 0.0
- electronic energy (eV) = -40395.859

Mulliken population analysis, charges in e, atoms 1 to 8: C 0.67; C -0.01; O -0.63; O -0.59; S -0.26; S -0.23; Cl -0.20; H 0.15



The following is a DFT calculation (the ωB97M-V functional and the def2-TZVPD basis) of a 2-piece molecular cluster, C2H2ClOP overall in a non-equilibrium geometry.

Geometry as XYZ:
```
7
Properties=species:S:1:pos:R:3:forces:R:3
C -0.033 0.890 0.703 -1.786 2.326 0.076
C 1.044 0.464 -0.127 1.074 -1.811 -0.014
O -1.151 0.373 0.694 1.219 -0.137 -0.202
P 2.005 -0.605 -0.712 -0.428 1.161 0.200
Cl -0.910 -2.132 -1.230 -0.283 1.827 0.844
H 0.059 1.888 1.252 0.302 -1.292 -0.208
H -1.013 -0.877 -0.580 -0.098 -2.075 -0.696
```
Forces are in eV/Å.

- SMILES = O=CC#P.Cl
- HOMO level (eV) = -10.33
- total charge = 0
- 2S+1 = 1
- relative energy (zero: lowest compared OMol25 entry of this formula, charge and spin) (kJ/mol) = 111.2
- electronic energy (eV) = -25962.522

Okay, here come the Mulliken numbers, in e, for every atom: C 0.52; C -0.24; O -0.49; P -0.04; Cl -0.37; H 0.30; H 0.32



The following is a DFT calculation (the ωB97M-V functional and the def2-TZVPD basis) of C2H2CoO2 as an isolated structure in a non-equilibrium geometry.

Geometry as XYZ:
```
7
Properties=species:S:1:pos:R:3:forces:R:3
H 1.405 0.930 -1.342 -1.017 0.041 1.691
C 0.531 1.113 -0.666 -1.792 1.057 -0.735
C -0.592 1.452 -0.290 2.379 -0.716 -1.907
H -1.606 1.771 -0.472 0.275 -0.075 0.874
O 0.624 -1.418 0.174 -0.275 -2.097 3.903
O 0.721 -2.068 1.514 -0.737 1.643 -3.577
Co -1.083 -1.781 1.082 1.167 0.146 -0.248
```
Forces are in eV/Å.

- HOMO level (spin up / spin down) (eV) = -7.76 / -9.55
- ⟨S²⟩ = 8.769
- total charge = 0
- 2S+1 = 6
- electronic energy (eV) = -43817.978

Okay, here come the Mulliken numbers, in e, for every atom: H 0.33; C -0.10; C -0.53; H 0.32; O -0.19; O -0.22; Co 0.39



The following is a DFT calculation (the ωB97M-V functional and the def2-TZVPD basis) of C2H2CoO2 as an isolated structure in a non-equilibrium geometry.

Geometry as XYZ:
```
7
Properties=species:S:1:pos:R:3:forces:R:3
O -1.440 1.397 -1.659 0.879 -1.480 -0.065
C -1.019 0.471 -1.184 -1.779 2.583 -0.536
C -0.874 -0.548 -0.083 -1.276 0.279 -1.458
O 0.324 -0.381 0.474 -1.105 -1.643 1.323
H -1.082 -1.516 -0.587 0.284 -0.430 0.660
Co 1.830 0.546 0.155 2.327 1.166 -0.195
H -1.780 -0.278 0.539 0.671 -0.473 0.271
```
Forces are in eV/Å.

- HOMO level (spin up / spin down) (eV) = -18.33 / -24.34
- ⟨S²⟩ = 8.760
- total charge = +2
- 2S+1 = 6
- relative energy (zero: lowest compared OMol25 entry of this formula, charge and spin) (kJ/mol) = 157.5
- electronic energy (eV) = -43800.620

Okay, here come the Mulliken numbers, in e, for every atom: O 0.09; C 0.16; C 0.32; O -0.19; H 0.41; Co 0.82; H 0.39



The following is a DFT calculation (the ωB97M-V functional and the def2-TZVPD basis) of C2H2CoO3 as an isolated structure in a non-equilibrium geometry.

Geometry as XYZ:
```
8
Properties=species:S:1:pos:R:3:forces:R:3
O -0.586 1.265 0.117 0.655 -1.032 -0.423
C 0.273 0.745 -0.838 0.543 2.021 -1.691
Co -0.891 -0.049 1.308 -0.875 0.419 1.024
H -0.162 0.753 -1.858 -0.001 -0.039 0.423
O 0.245 -1.273 0.479 0.442 -0.105 -1.437
C 0.719 -0.709 -0.584 0.707 -1.327 2.124
O 1.647 -1.166 -1.255 -0.692 0.287 -0.244
H 1.244 1.302 -0.914 -0.779 -0.223 0.223
```
Forces are in eV/Å.

- HOMO level (spin up / spin down) (eV) = -16.14 / -16.03
- ⟨S²⟩ = 6.018
- total charge = +1
- 2S+1 = 5
- relative energy (zero: lowest compared OMol25 entry of this formula, charge and spin) (kJ/mol) = 0.0
- electronic energy (eV) = -45864.621

Okay, here come the Mulliken numbers, in e, for every atom: O -0.70; C -0.02; Co 0.95; H 0.38; O -0.57; C 0.73; O -0.14; H 0.37



The following is a DFT calculation (the ωB97M-V functional and the def2-TZVPD basis) of C2H2CuO2 as an isolated structure in a non-equilibrium geometry.

Geometry as XYZ:
```
7
Properties=species:S:1:pos:R:3:forces:R:3
O 1.244 1.236 0.578 0.694 0.615 0.300
C 0.608 -0.006 0.498 -1.057 -0.399 -0.100
C 0.942 -1.215 0.293 0.124 -0.345 -0.353
O 1.063 -2.401 0.053 -0.038 0.728 0.294
H 2.097 1.221 0.133 0.043 0.010 -0.137
Cu -0.758 1.914 0.061 -1.255 0.441 -0.813
H -2.250 3.068 -0.698 1.489 -1.051 0.809
```
Forces are in eV/Å.

- HOMO level (eV) = -3.29
- total charge = -1
- 2S+1 = 1
- electronic energy (eV) = -50837.726

Okay, here come the Mulliken numbers, in e, for every atom: O -0.42; C -0.69; C 0.86; O -0.64; H 0.25; Cu -0.26; H -0.09



The following is a DFT calculation (the ωB97M-V functional and the def2-TZVPD basis) of a 2-piece molecular cluster, C2H2F2 overall in a non-equilibrium geometry.

Geometry as XYZ:
```
6
Properties=species:S:1:pos:R:3:forces:R:3
C -1.069 0.750 0.000 0.237 -1.353 -1.358
C 1.124 -0.690 0.123 -0.233 -1.915 0.047
F -1.867 -0.313 0.009 0.323 1.116 0.291
F 1.951 0.289 0.012 0.614 0.061 -0.527
H -1.629 1.554 0.493 -0.510 0.045 0.715
H 1.490 -1.589 -0.636 -0.431 2.046 0.832
```
Forces are in eV/Å.

- HOMO level (spin up / spin down) (eV) = -8.51 / -8.51
- total charge = 0
- 2S+1 = 1
- relative energy (zero: lowest compared OMol25 entry of this formula, charge and spin) (kJ/mol) = 678.8
- electronic energy (eV) = -7533.504

Okay, here come the Mulliken numbers, in e, for every atom: C 0.00; C 0.02; F -0.11; F -0.08; H 0.11; H 0.07



The following is a DFT calculation (the ωB97M-V functional and the def2-TZVPD basis) of C2H2F2S in the gas phase in a non-equilibrium geometry.

Geometry as XYZ:
```
7
Properties=species:S:1:pos:R:3:forces:R:3
C 0.786 -1.561 0.566 0.355 -0.061 0.827
C 0.327 -0.378 -0.218 -0.184 3.218 0.302
F 0.589 -2.679 -0.135 0.012 0.142 -0.075
F 0.728 -0.469 -1.521 0.258 -0.293 -0.563
S 1.347 -1.606 2.068 -0.177 0.130 -0.470
H 0.658 0.727 0.139 -0.473 -2.969 -0.217
H -0.775 -0.361 -0.228 0.210 -0.167 0.195
```
Forces are in eV/Å.

- SMILES = FCC(F)=S
- HOMO level (eV) = -9.83
- total charge = 0
- 2S+1 = 1
- relative energy (zero: lowest compared OMol25 entry of this formula, charge and spin) (kJ/mol) = 29.4
- electronic energy (eV) = -18375.484

Okay, here come the Mulliken numbers, in e, for every atom: C 0.33; C -0.10; F -0.17; F -0.25; S -0.22; H 0.23; H 0.19



The following is a DFT calculation (the ωB97M-V functional and the def2-TZVPD basis) of C2H2F2S in the gas phase in a non-equilibrium geometry.

Geometry as XYZ:
```
7
Properties=species:S:1:pos:R:3:forces:R:3
C -0.333 -1.014 -0.973 2.760 2.258 2.533
C 0.427 1.217 0.768 -0.549 -1.387 -0.768
F -0.758 1.012 1.331 -0.270 0.267 0.135
F 1.339 1.320 1.706 0.527 0.505 0.683
S 0.917 -0.029 -0.434 -0.380 -0.418 -0.727
H -1.168 -1.259 -0.469 -2.499 -0.451 2.401
H -0.424 -1.247 -1.930 0.410 -0.774 -4.257
```
Forces are in eV/Å.

- HOMO level (spin up / spin down) (eV) = -8.96 / -8.52
- total charge = 0
- 2S+1 = 1
- relative energy (zero: lowest compared OMol25 entry of this formula, charge and spin) (kJ/mol) = 282.7
- electronic energy (eV) = -18372.859

Okay, here come the Mulliken numbers, in e, for every atom: C -0.66; C 0.32; F -0.18; F -0.17; S 0.00; H 0.35; H 0.34



The following is a DFT calculation (the ωB97M-V functional and the def2-TZVPD basis) of a 2-piece molecular cluster, C2H2F3NO overall in a non-equilibrium geometry.

Geometry as XYZ:
```
9
Properties=species:S:1:pos:R:3:forces:R:3
C -0.486 -0.939 0.050 -0.688 -0.288 0.719
C -0.336 0.167 -0.921 0.995 -0.339 0.337
N 1.267 0.405 1.858 0.113 0.320 -0.075
O 1.506 1.424 1.400 -0.039 -0.161 0.227
F -1.615 -0.745 0.781 0.454 -0.445 -0.105
F -0.774 -0.126 -2.189 -0.768 0.440 0.757
F 1.019 0.332 -1.135 -0.389 0.635 0.465
H 0.275 -1.561 0.545 -0.501 0.430 -0.658
H -0.857 1.043 -0.388 0.822 -0.593 -1.668
```
Forces are in eV/Å.

- HOMO level (spin up / spin down) (eV) = -9.26 / -8.93
- total charge = 0
- 2S+1 = 1
- relative energy (zero: lowest compared OMol25 entry of this formula, charge and spin) (kJ/mol) = 513.4
- electronic energy (eV) = -13791.779

Mulliken population analysis, charges in e, atoms 1 to 8: C -0.32; C 0.47; N 0.15; O -0.14; F -0.24; F -0.25; F -0.26; H 0.41



Repeat the second record exactly.
The following is a DFT calculation (the ωB97M-V functional and the def2-TZVPD basis) of a 2-piece molecular cluster, C2H2ClOP overall in a non-equilibrium geometry.

Geometry as XYZ:
```
7
Properties=species:S:1:pos:R:3:forces:R:3
C -0.033 0.890 0.703 -1.786 2.326 0.076
C 1.044 0.464 -0.127 1.074 -1.811 -0.014
O -1.151 0.373 0.694 1.219 -0.137 -0.202
P 2.005 -0.605 -0.712 -0.428 1.161 0.200
Cl -0.910 -2.132 -1.230 -0.283 1.827 0.844
H 0.059 1.888 1.252 0.302 -1.292 -0.208
H -1.013 -0.877 -0.580 -0.098 -2.075 -0.696
```
Forces are in eV/Å.

- SMILES = O=CC#P.Cl
- HOMO level (eV) = -10.33
- total charge = 0
- 2S+1 = 1
- relative energy (zero: lowest compared OMol25 entry of this formula, charge and spin) (kJ/mol) = 111.2
- electronic energy (eV) = -25962.522

Okay, here come the Mulliken numbers, in e, for every atom: C 0.52; C -0.24; O -0.49; P -0.04; Cl -0.37; H 0.30; H 0.32